w:
Formula: C6H14N3
Source: the Open Molecules 2025 dataset
Level of theory: ωB97M-V/def2-TZVPD

As for the lowest unoccupied orbital energy: -0.1607 hartree. For the HOMO-LUMO gap, the calculation gives 0.33287 Eh. The SMILES is C/C=[NH+]/[C@H](C)N1N[C@H]1C.

ORCA input file:
```
! wB97M-V def2-TZVPD RIJCOSX def2/J DEFGRID3
* xyz 1 1
C 2.16 -2.45 0.35
N 0.39 -0.72 0.05
H -3.10 1.54 -1.43
H 1.91 -0.54 1.49
C 1.28 1.32 -1.02
H 1.69 -3.03 -0.35
H 1.16 2.40 -1.18
H -4.01 1.89 0.10
C -3.22 1.20 -0.39
H 3.03 -2.16 -0.13
H -1.97 0.93 1.31
H -0.92 1.26 -1.47
H 1.04 0.62 -1.91
C 0.40 0.75 0.07
C -1.93 1.19 0.26
H -0.29 -2.31 1.21
H 0.82 1.12 0.94
C 1.41 -1.30 0.88
N 0.05 -1.38 1.32
H -3.72 0.25 -0.04
N -0.86 1.20 -0.42
H 2.30 -2.97 1.29
H 2.40 1.20 -0.91
*
```



x:
Formula: C6H14N3
Source: the Open Molecules 2025 dataset
Level of theory: ωB97M-V/def2-TZVPD

As for the lowest unoccupied orbital energy (spin up / spin down): -0.1685 / -0.1685 hartree. For the HOMO-LUMO gap (spin up / spin down), the calculation gives 0.30026 / 0.30028 Eh.

ORCA input file:
```
! wB97M-V def2-TZVPD RIJCOSX def2/J DEFGRID3
* xyz 1 1
H 2.41 -2.20 -0.09
H -0.72 2.28 0.47
N 1.74 1.04 0.79
N -0.68 -1.38 -0.27
C 0.51 -0.92 0.05
H 0.12 2.07 -1.40
H 1.72 2.04 0.63
C 1.49 -1.89 0.51
C -1.78 -0.51 -0.58
H 1.64 1.27 -1.70
C -1.93 0.49 0.61
H -1.62 0.05 -1.47
H -2.01 -0.17 1.48
H 1.01 -2.73 0.83
H 0.12 0.56 -2.18
C 0.80 0.50 -0.03
H 1.63 0.75 1.80
H 1.86 -1.53 1.53
H -2.82 1.17 0.37
H -0.75 -2.31 -0.03
H -2.66 -0.98 -0.79
C 0.68 1.15 -1.39
N -0.75 1.24 0.86
*
```



So which one wins? Going from most stable to least: x, w.



w:
Formula: C3HClO
Source: the Open Molecules 2025 dataset
Level of theory: ωB97M-V/def2-TZVPD

As for the lowest unoccupied orbital energy: -0.0339 hartree. For the HOMO-LUMO gap, the calculation gives 0.29191 Eh.

ORCA input file:
```
! wB97M-V def2-TZVPD RIJCOSX def2/J DEFGRID3
* xyz 0 1
O 0.99 0.62 -2.26
C 0.74 0.39 -1.15
C 0.20 0.27 0.02
Cl -1.23 -0.65 2.23
H -0.86 0.09 -0.22
C 0.17 -0.72 1.39
*
```



x:
Formula: C3HClO
Source: the Open Molecules 2025 dataset
Level of theory: ωB97M-V/def2-TZVPD

As for the lowest unoccupied orbital energy (spin up / spin down): -0.0719 / -0.0641 hartree. For the HOMO-LUMO gap (spin up / spin down), the calculation gives 0.25090 / 0.27011 Eh.

ORCA input file:
```
! wB97M-V def2-TZVPD RIJCOSX def2/J DEFGRID3
* xyz 0 1
C 0.33 0.58 0.06
C -1.15 -0.70 -0.25
Cl -1.85 -0.63 1.16
C 1.31 0.10 -0.57
O -0.14 1.30 0.91
H 1.50 -0.65 -1.32
*
```



So which one wins? Going from most stable to least: w, x.



w:
Formula: C4H34N2O12
Source: the Open Molecules 2025 dataset
Level of theory: ωB97M-V/def2-TZVPD

As for the lowest unoccupied orbital energy: 0.0133 hartree. For the HOMO-LUMO gap, the calculation gives 0.32036 Eh. The SMILES is C[C@@H](O)CNCN.O.O.O.O.O.O.O.O.O.O.O.

ORCA input file:
```
! wB97M-V def2-TZVPD RIJCOSX def2/J DEFGRID3
* xyz 0 1
H -0.18 -1.03 2.97
C -3.66 -0.36 -1.18
O -3.13 -0.89 2.59
O 3.61 -1.19 -0.95
H 1.65 3.91 0.69
C 0.26 0.11 -1.11
H 2.50 -1.10 1.92
O -0.20 0.16 3.95
N 0.28 0.96 0.10
O 1.37 3.75 -0.20
H -0.03 0.32 0.86
O -1.25 2.39 2.73
O -1.37 3.25 -0.65
H 4.06 -1.50 -0.15
H -1.56 -1.07 -2.36
H -0.65 2.57 -0.62
H -2.53 -1.24 1.94
H 1.83 -2.58 1.70
H -1.02 3.72 -1.44
H -2.11 2.69 2.37
H 0.85 -1.84 -4.16
H -3.26 0.63 -1.53
O 0.65 -0.98 -4.51
H -3.77 -2.75 -0.67
H -0.27 -1.03 -4.80
H 1.16 0.23 -1.70
H 3.87 0.31 0.02
H 2.69 -1.42 -0.69
H -0.84 0.74 3.47
N -0.10 -1.29 -0.86
C -2.59 -1.25 -0.48
H -0.79 -2.21 2.20
H 1.89 4.23 -0.84
H -0.34 0.74 -1.77
C -1.45 -1.56 -1.38
H -0.06 -1.63 0.18
H -0.68 2.59 1.97
H -1.27 -2.61 -1.82
H 3.02 1.42 -0.59
O 3.44 1.14 0.27
H -4.47 -0.18 -0.51
H -3.90 -0.83 2.00
H -4.22 -0.77 -2.02
O -0.08 -1.55 2.07
H -2.12 -0.57 0.30
H 1.27 1.19 0.21
O -3.20 -2.43 0.03
O 2.56 -1.99 1.57
H 0.02 0.61 4.76
H 3.43 -0.28 -2.60
H 3.18 0.72 -3.63
O 3.32 0.73 -2.64
*
```



x:
Formula: C4H34N2O12
Source: the Open Molecules 2025 dataset
Level of theory: ωB97M-V/def2-TZVPD

As for the lowest unoccupied orbital energy: 0.0055 hartree. For the HOMO-LUMO gap, the calculation gives 0.36814 Eh. The SMILES is C[C@@H](O)[C@@H](N)CN.O.O.O.O.O.O.O.O.O.O.O.

ORCA input file:
```
! wB97M-V def2-TZVPD RIJCOSX def2/J DEFGRID3
* xyz 0 1
H -0.10 3.71 0.27
H -3.01 4.05 0.66
O -0.62 -1.92 3.58
H -1.22 -0.10 -2.05
H 0.36 -1.20 -3.63
O 0.71 3.80 -0.25
H 0.25 1.84 -3.93
C -0.42 0.93 0.27
H 2.17 -3.01 -2.83
O -3.24 -1.80 2.15
H 2.49 -0.04 -0.70
H -4.48 1.56 -0.93
H -3.13 0.79 -0.87
O 4.22 0.57 1.46
H 0.59 -1.64 -0.93
N -0.92 -2.87 -0.33
O 2.31 -0.23 4.38
C -0.97 -0.45 0.01
H 0.43 4.32 -1.01
H -2.43 -2.32 2.15
H -0.06 -1.69 -4.97
O -3.75 1.37 -0.33
O 0.72 1.07 -3.58
H -0.78 0.80 2.43
C -0.09 -1.67 -0.07
H 1.25 1.90 -0.36
O 2.69 -2.27 -3.16
H -1.71 -0.60 0.81
H -0.59 -2.78 4.00
H 3.99 -0.08 -1.34
O 0.10 -2.01 -4.07
H -3.32 -1.49 1.25
H 2.82 -1.68 -2.40
H 1.89 0.49 3.89
H 4.04 -0.37 1.34
H -2.17 -1.26 -1.47
H -0.38 -3.52 -0.90
H -1.12 1.69 -0.05
O 3.21 -0.57 -1.07
H 0.58 -1.77 0.79
C -0.08 1.25 1.74
O -2.34 3.69 0.06
H -0.26 2.32 1.87
H -1.14 -1.27 4.07
H 0.97 1.06 1.94
H 1.02 1.22 -2.68
H 2.12 -0.93 3.74
H 4.32 0.85 2.37
O 0.77 1.07 -0.52
H -1.13 -3.30 0.57
H -2.76 2.80 -0.12
N -1.77 -0.35 -1.23
*
```



So which one wins? Going from most stable to least: x, w.